ORCA calculation (the ωB97M-V functional and the def2-TZVPD basis) on a cluster of 2 separate species, C2H5NP2 in total.

* HOMO (spin up / spin down): -6.88 / -8.37 eV
* lowest unoccupied orbital energy (spin up / spin down): -0.0288 / -0.0159 hartree
* total energy: -816.45000 Ha

XYZ file:
```
10
Properties=species:S:1:pos:R:3:forces:R:3:lowdin_charge:R:1
C 1.927745 -1.281563 -0.464918 0.2 -2.0 0.9 -0.614
C -1.559578 1.349763 0.452636 4.1 0.4 0.2 -0.143
N -0.476007 1.212803 1.425502 0.0 0.0 -0.3 -0.526
P 0.803023 -1.278391 -1.688538 -0.1 1.7 0.9 0.532
P 0.813198 0.625097 1.877489 1.1 -0.8 -0.6 0.834
H 2.549492 -2.258118 -0.201423 -1.0 2.3 -0.3 -0.043
H -1.884051 0.371854 0.400685 -1.7 -1.7 -0.6 0.051
H -1.093038 1.690419 -0.478728 -0.5 -0.1 0.0 0.087
H -2.102730 2.078539 0.917528 -2.6 1.6 0.4 0.040
H 1.021947 -2.510405 -2.240234 0.4 -1.3 -0.6 -0.218
```
Forces are in eV/Å.


ORCA calculation (the ωB97M-V functional and the def2-TZVPD basis) on a structure of composition C2H5NP2.

* HOMO: -8.56 eV
* lowest unoccupied orbital energy: -0.0151 hartree
* total energy: -816.56847 Ha

XYZ file:
```
10
Properties=species:S:1:pos:R:3:forces:R:3:lowdin_charge:R:1
C 0.360723 -1.267032 -0.632154 0.9 0.6 0.4 -0.363
C -0.423243 1.391695 0.158067 0.2 -1.1 3.1 -0.715
N -1.033973 -1.192466 -0.433202 0.9 -0.8 0.3 -0.460
P -1.678178 -0.091819 0.411037 -0.7 2.3 -0.3 0.821
P 1.266411 0.637132 0.527565 -0.8 -2.1 -1.4 0.736
H 0.718209 -2.215832 -0.175910 0.1 0.9 0.0 0.056
H 0.638029 -1.274560 -1.703246 0.1 0.3 0.5 0.050
H -0.397897 1.732731 -0.843991 0.0 0.1 -1.1 -0.014
H -0.635712 2.271490 0.817940 0.0 -0.9 -0.4 0.016
H 1.185630 0.008661 1.873894 -0.6 0.6 -1.0 -0.125
```
Forces are in eV/Å.


ORCA calculation (the ωB97M-V functional and the def2-TZVPD basis) on an isolated molecule of C2H5NP2.

* HOMO: -8.76 eV
* lowest unoccupied orbital energy: -0.0246 hartree
* total energy: -816.55854 Ha

XYZ file:
```
10
Properties=species:S:1:pos:R:3:forces:R:3:lowdin_charge:R:1
H -1.986423 3.298354 2.705163 0.7 -0.8 -0.2 -0.143
P -1.928658 1.830970 2.742109 -0.7 0.0 0.3 0.694
C -0.787856 1.307657 1.657823 -1.9 -2.0 0.7 -0.796
P -0.901722 -0.514022 1.069646 0.2 1.3 0.9 0.800
N 0.202286 -0.523546 -0.005279 0.1 1.8 1.7 -0.436
C 0.616958 -1.433795 -0.948959 -4.1 -3.4 -0.2 -0.271
H -0.207509 1.929284 1.085880 1.6 1.3 -1.4 -0.061
H -0.151003 -1.266218 -1.738994 0.7 -0.6 -0.2 0.090
H 0.517529 -2.555675 -0.644483 0.3 1.7 -0.4 0.102
H 1.527503 -1.249144 -1.341896 3.1 0.6 -1.1 0.021
```
Forces are in eV/Å.


ORCA calculation (the ωB97M-V functional and the def2-TZVPD basis) on a structure of composition C2H5NS.

* HOMO: -7.56 eV
* lowest unoccupied orbital energy: 0.0044 hartree
* total energy: -532.00466 Ha

XYZ file:
```
9
Properties=species:S:1:pos:R:3:forces:R:3:lowdin_charge:R:1
C -0.811624 -0.368670 0.035385 4.4 -0.5 0.7 -0.082
C -0.099521 0.961589 -0.137548 0.6 3.3 -0.2 -0.552
N 0.958796 -1.218478 -0.145992 -3.2 -1.7 1.5 -0.425
S 1.611236 0.338586 0.033520 0.2 1.9 0.8 0.677
H -1.249264 -0.404555 1.068971 0.0 -0.9 -1.6 0.105
H -1.078035 -0.715759 -0.936050 -1.5 -0.8 0.2 0.065
H -0.137181 1.439740 -1.174235 -0.5 -0.9 1.2 0.069
H -0.441656 1.846808 0.591351 0.9 -2.1 -1.3 0.104
H 1.247246 -1.879264 0.664597 -0.8 1.6 -1.3 0.038
```
Forces are in eV/Å.


ORCA calculation (the ωB97M-V functional and the def2-TZVPD basis) on a cluster of 2 separate species, C2H5NS in total.

* HOMO (spin up / spin down): -8.43 / -8.44 eV
* lowest unoccupied orbital energy (spin up / spin down): -0.0352 / -0.0359 hartree
* total energy: -531.98964 Ha

XYZ file:
```
9
Properties=species:S:1:pos:R:3:forces:R:3:lowdin_charge:R:1
C -0.831341 0.172043 -0.278781 0.5 1.7 0.7 -0.175
C 0.567069 0.703719 -0.484971 -0.3 0.3 1.3 -0.073
N 0.208490 -0.339376 0.550945 1.1 -1.6 -0.3 -0.222
S 0.769202 -2.632587 0.972833 -0.4 1.9 -0.6 0.001
H -1.592384 0.718597 0.223675 -0.2 1.0 0.6 0.102
H -1.327574 -0.445542 -0.937999 -0.2 -1.6 -1.7 0.083
H 1.057172 0.173486 -1.244329 0.7 -0.4 -1.1 0.075
H 1.056586 1.740546 -0.305124 -1.5 -1.9 0.3 0.143
H 0.092779 -0.090884 1.503750 0.2 0.7 0.8 0.065
```
Forces are in eV/Å.


ORCA calculation (the ωB97M-V functional and the def2-TZVPD basis) on a cluster of 2 separate species, C2H5NS2 in total.

* HOMO: -8.60 eV
* lowest unoccupied orbital energy: 0.0255 hartree
* total energy: -930.20559 Ha

XYZ file:
```
10
Properties=species:S:1:pos:R:3:forces:R:3:lowdin_charge:R:1
C 1.176113 2.244758 1.827764 1.5 -0.4 -0.9 -0.010
N 0.319771 1.992977 1.113146 -1.2 1.7 1.8 0.036
H 2.227836 2.281915 2.048979 -0.3 0.2 0.7 0.075
S 1.633040 -0.835184 0.100870 -0.7 1.5 -2.2 0.583
C 0.232267 0.120014 -0.663239 -3.6 2.3 1.2 -0.971
S -1.556467 -0.524856 -0.610856 1.2 -0.6 -0.5 0.575
H 2.096165 -0.379596 -1.129823 1.0 -1.1 1.5 -0.116
H 0.570957 0.447065 -1.657657 -0.8 -0.5 0.3 0.005
H -0.263678 1.149888 -0.104368 2.9 -3.1 -1.8 -0.002
H -1.873456 0.056822 0.558474 0.1 0.0 -0.1 -0.174
```
Forces are in eV/Å.


ORCA calculation (the ωB97M-V functional and the def2-TZVPD basis) on an isolated molecule of C2H5NS2.

* HOMO: -8.17 eV
* lowest unoccupied orbital energy: -0.0156 hartree
* total energy: -930.19521 Ha

XYZ file:
```
10
Properties=species:S:1:pos:R:3:forces:R:3:lowdin_charge:R:1
C 0.461449 1.327041 -0.134725 -0.9 0.7 0.3 -0.160
C 0.797448 -0.078512 -0.004278 2.9 -4.8 -1.8 -0.942
S 2.385262 -0.919648 -0.243550 -2.4 2.2 0.9 0.432
N -0.188501 -0.987980 -0.028866 -3.5 -2.3 0.6 -0.453
S -1.946827 -0.630801 -0.327923 0.2 -1.7 3.5 0.620
H 1.426834 1.818905 -0.508022 -1.8 -0.3 0.6 0.081
H 0.271534 1.568420 1.099844 -0.1 0.2 -3.7 0.170
H -0.516166 1.299642 -1.022132 2.9 1.0 3.2 0.127
H -0.197589 -2.083683 0.118356 1.5 3.4 -0.6 0.127
H -2.493446 -1.313386 1.051295 1.2 1.7 -3.1 -0.002
```
Forces are in eV/Å.


ORCA calculation (the ωB97M-V functional and the def2-TZVPD basis) on an isolated molecule of C2H5NS2.

* HOMO: -8.58 eV
* lowest unoccupied orbital energy: 0.0088 hartree
* total energy: -930.30430 Ha

XYZ file:
```
10
Properties=species:S:1:pos:R:3:forces:R:3:lowdin_charge:R:1
C 0.424659 1.700300 0.031145 -0.8 -0.3 -1.8 -0.133
C 0.618926 0.239832 0.092732 -0.6 -1.7 0.8 -0.987
S 2.015817 -0.543511 -0.124601 0.7 0.0 0.0 0.687
N -0.498905 -0.523088 0.475580 -0.8 1.6 -0.7 -0.442
S -2.070225 -0.284470 -0.217421 0.7 0.2 0.4 0.746
H -0.403573 1.844783 -0.715881 0.8 0.3 0.4 0.074
H 1.363363 2.162005 -0.292566 -0.5 0.2 0.3 0.077
H 0.009592 2.021637 0.963404 0.1 0.5 0.7 0.077
H -0.375100 -1.444578 0.829773 0.5 -0.6 -0.1 0.045
H -2.492937 0.684673 0.615285 -0.1 -0.1 0.0 -0.144
```
Forces are in eV/Å.